ORCA calculation (the ωB97M-V functional and the def2-TZVPD basis) on C16H14N2O2 in the gas phase.

Last column: Mulliken charge in e.
Element x y z (Å)
C -1.17 -1.90 1.97  -1.05
H -2.03 -2.07 2.63  0.36
O -1.25 -0.66 1.32  -0.30
C -2.23 -0.46 0.41  0.72
C -3.30 -1.32 0.20  -0.67
C -4.31 -0.98 -0.69  -0.59
C -4.28 0.22 -1.37  -0.75
C -3.21 1.08 -1.18  -0.54
C -2.17 0.74 -0.33  0.71
C -1.01 1.65 -0.21  0.21
O -1.13 2.86 -0.12  -0.65
C 0.29 0.97 -0.28  0.65
N 0.45 -0.19 -0.88  -0.65
C 1.77 -0.48 -0.79  0.32
C 2.49 -1.58 -1.25  -0.71
C 3.85 -1.60 -1.00  -0.50
C 4.49 -0.56 -0.31  -0.53
C 3.80 0.54 0.15  -0.88
C 2.43 0.57 -0.10  0.73
N 1.46 1.49 0.20  0.17
C 1.67 2.72 0.92  -1.03
H 2.43 3.32 0.41  0.35
H 2.01 2.50 1.93  0.32
H 0.74 3.28 0.95  0.35
H 4.30 1.34 0.67  0.43
H 5.55 -0.63 -0.14  0.39
H 4.44 -2.44 -1.33  0.38
H 2.00 -2.38 -1.77  0.46
H -3.16 2.02 -1.71  0.43
H -5.08 0.48 -2.05  0.39
H -5.13 -1.67 -0.83  0.38
H -3.37 -2.26 0.74  0.43
H -0.26 -1.86 2.58  0.26
H -1.08 -2.72 1.25  0.42

As for the energy above the lowest of the compared OMol25 structures with the same formula, charge and spin: 112.8 kJ/mol. The gap between HOMO and LUMO comes out at 8.48 eV.



ORCA calculation (the ωB97M-V functional and the def2-TZVPD basis) on C16H14N2O6S3 in the gas phase.

Last column: Mulliken charge in e.
Element x y z (Å)
C 2.75 0.15 1.40  -0.60
H 3.22 -0.08 2.36  0.30
H 3.40 0.84 0.86  0.37
H 2.58 -0.76 0.83  0.11
O 1.47 0.73 1.60  -0.11
C 1.45 2.02 1.96  0.20
O 2.43 2.70 2.14  -0.63
C 0.07 2.52 2.06  0.32
C -0.40 3.78 2.34  -0.44
C -1.80 3.71 2.22  -0.81
C -2.09 2.42 1.88  0.70
O -0.96 1.70 1.79  -0.19
C -3.37 1.75 1.54  -0.92
H -3.24 0.67 1.50  0.31
H -4.17 2.03 2.22  0.48
S -3.97 2.31 -0.11  -0.13
C -2.69 1.70 -1.10  0.38
N -1.77 0.90 -0.70  -0.44
N -0.88 0.59 -1.62  0.07
C -1.10 1.15 -2.76  0.23
S -0.12 0.92 -4.16  -0.13
C 1.18 -0.16 -3.46  -0.67
C 0.61 -1.39 -2.85  0.34
C -0.35 -2.26 -3.29  -0.43
C -0.51 -3.22 -2.28  -0.57
C 0.37 -2.87 -1.28  0.40
C 0.62 -3.52 0.00  0.23
O 0.00 -4.48 0.39  -0.63
O 1.62 -2.94 0.68  -0.21
C 1.92 -3.46 1.96  -0.83
H 1.47 -2.83 2.72  0.26
H 3.01 -3.45 2.07  0.25
H 1.54 -4.48 2.05  0.43
O 1.05 -1.75 -1.64  -0.19
H -1.18 -4.06 -2.26  0.54
H -0.88 -2.21 -4.23  0.53
H 1.82 -0.39 -4.31  0.39
H 1.73 0.40 -2.70  0.27
S -2.53 2.18 -2.79  -0.21
H -2.50 4.51 2.36  0.50
H 0.20 4.63 2.58  0.54

The gap between HOMO and LUMO comes out at 8.95 eV.



no.,F_max (Eh/bohr)
1,0.0198
2,0.0346